No. 1
56
Properties=species:S:1:pos:R:3:forces:R:3:nbo_charge:R:1 method="wB97M-V/def2-TZVPD" e_lumo_ev=-0.39 e_homo_ev=-8.502 homo_lumo_gap_ev=8.11 e_above_lowest_ev=0.0591 spin_multiplicity=1
Ti -0.012267 -0.427990 0.766241 0.5 0.5 -0.4 1.70
O 0.343849 2.865036 -1.877253 0.4 1.4 -0.5 -0.73
C -0.364064 2.806203 -3.085984 -0.5 0.9 -0.6 -0.07
C -1.760514 2.223198 -2.875830 0.4 -1.3 0.0 -0.24
N -1.600944 0.909872 -2.226811 -0.8 0.4 1.3 -0.46
C -2.748437 0.511675 -1.373635 0.8 0.1 -0.3 -0.33
C -2.600822 1.080850 0.019827 -0.7 0.7 1.4 0.80
O -3.336060 1.943436 0.483970 1.2 -1.2 -0.8 -0.57
O -1.645863 0.479584 0.755503 -0.1 0.9 -0.6 -0.70
C -1.169290 -0.166863 -3.045114 1.3 0.0 0.9 -0.34
C -0.310609 -1.235859 -2.294951 -0.9 1.1 0.2 0.81
O 0.337023 -1.992158 -2.959096 0.7 -0.9 -0.4 -0.61
O -0.324335 -1.223902 -0.979134 0.0 0.4 -0.2 -0.75
H 0.177738 2.050057 -1.430965 -0.4 -1.1 0.5 0.48
H 0.246339 2.297948 -3.851881 -0.4 -0.3 0.1 0.16
H -0.516847 3.825016 -3.486659 0.3 -0.2 0.4 0.18
H -2.285073 2.146731 -3.851671 0.0 0.1 0.4 0.18
H -2.346943 2.798610 -2.153597 0.2 0.4 -0.4 0.22
H -2.692034 -0.581955 -1.248286 -0.4 0.4 -0.2 0.23
H -3.695481 0.852646 -1.800088 -0.1 -0.2 0.0 0.21
H -0.530298 0.202985 -3.813278 0.8 0.4 -0.5 0.22
H -1.969475 -0.581470 -3.592436 -1.2 -1.2 -0.5 0.20
O -0.656146 -1.845786 1.670867 -0.4 2.1 0.3 -0.63
C -0.611315 -3.125687 1.672330 -0.7 -1.4 0.7 0.44
C -1.687104 -3.835160 2.231552 -0.3 -0.7 0.2 -0.28
C -1.617416 -5.212706 2.303593 1.5 0.4 -0.6 -0.16
C -0.481920 -5.878699 1.822872 0.6 -0.6 0.5 -0.26
C 0.582404 -5.167558 1.306972 -0.1 -0.2 -0.1 -0.13
C 0.515417 -3.767968 1.203492 0.7 -0.9 -0.6 -0.24
C 1.646633 -3.057359 0.630339 0.0 0.8 0.7 0.23
N 1.829885 -1.775260 0.653456 0.5 -1.5 -0.6 -0.46
C 3.094459 -1.304804 0.029810 -0.4 0.2 0.2 -0.23
C 2.726494 -0.147282 -0.884043 -0.7 -0.1 -0.3 -0.24
N 1.729352 0.675172 -0.187084 -0.2 0.8 0.5 -0.49
C 1.996178 1.900865 0.140803 1.4 0.1 -0.5 0.23
C 1.232560 2.704794 1.105998 0.1 0.1 0.5 -0.26
C 1.153575 4.128491 1.139273 -0.1 -0.8 0.6 -0.08
C 0.461425 4.803166 2.131521 -0.4 -0.9 0.2 -0.27
C -0.165184 4.033003 3.141013 0.6 0.2 0.1 -0.15
C -0.050710 2.670974 3.181225 0.9 -0.3 -0.6 -0.26
C 0.681520 1.978806 2.177567 -1.5 1.4 -0.5 0.39
O 0.661668 0.679465 2.150679 -0.2 -1.7 0.3 -0.67
H -2.548399 -3.328048 2.664829 0.3 0.2 -0.3 0.23
H -2.319564 -5.820716 2.799964 -1.1 -0.3 0.4 0.22
H -0.354660 -6.953379 2.027651 -0.2 0.6 -0.4 0.22
H 1.502903 -5.690569 1.033181 -0.3 0.2 -0.1 0.21
H 2.393921 -3.727742 0.201185 0.2 0.2 0.0 0.18
H 3.646625 -2.103860 -0.492046 -0.4 0.2 0.0 0.20
H 3.772071 -0.915969 0.771808 0.1 0.0 0.8 0.20
H 2.279550 -0.606323 -1.761968 -0.2 0.3 -0.3 0.23
H 3.584457 0.441773 -1.184569 0.3 0.1 0.0 0.20
H 2.962749 2.349518 -0.260144 -1.2 -0.4 0.3 0.19
H 1.680241 4.644561 0.384105 0.3 0.7 -0.8 0.20
H 0.306745 5.877181 2.192141 0.4 -0.2 -0.4 0.22
H -0.658317 4.522111 3.972339 -0.2 0.1 -0.2 0.21
H -0.485710 2.071321 3.950404 -0.3 -0.2 0.4 0.23

No. 2
83
Properties=species:S:1:pos:R:3:forces:R:3:lowdin_spin:R:1 method="wB97M-V/def2-TZVPD" e_lumo_ev="2.02 / 1.66" e_homo_ev="-3.509 / -4.416" homo_lumo_gap_ev="5.53 / 6.07" e_above_lowest_ev=3.7019 charge=-1 spin_multiplicity=4
Tc 10.451243 10.341237 16.287044 -0.4 -0.4 0.2 2.15
C 8.969061 13.444816 13.672189 0.0 1.2 0.3 0.03
C 9.728335 12.569835 14.599640 0.9 -1.4 -0.2 0.20
N 9.227065 11.537041 15.285396 0.7 0.4 -0.3 0.04
N 7.898976 11.362174 15.181057 0.0 1.1 -0.6 0.00
C 7.452183 10.384996 15.878871 -0.1 -1.4 0.8 0.01
N 6.140680 10.196709 15.736355 -1.3 1.9 -2.4 0.01
S 8.298657 9.237109 16.845895 1.2 0.4 0.1 0.02
C 11.173138 12.621373 14.604666 0.6 -1.1 1.9 0.05
C 11.911659 13.602051 14.033562 1.8 -0.5 -0.2 0.05
C 13.326909 13.526631 14.038852 -1.5 1.6 0.0 0.03
C 13.944880 12.601824 14.811627 0.6 -1.7 -0.1 0.05
C 13.157564 11.589361 15.415576 1.9 0.2 0.5 0.03
N 11.882285 11.641435 15.365451 -4.0 0.0 -1.3 0.04
H 9.049796 14.471072 14.141614 -0.3 -0.7 -1.0 0.01
H 7.923075 13.182191 13.555584 0.0 -0.1 0.5 0.00
H 9.366681 13.411196 12.640927 0.3 0.3 0.5 0.01
H 5.790455 10.635854 14.872234 -0.1 -0.4 1.1 0.00
H 5.584944 9.543076 16.181756 -0.6 -1.5 0.9 0.00
H 11.399205 14.420278 13.641889 -0.5 1.2 -1.0 0.00
H 13.853284 14.332761 13.523937 0.1 -0.4 0.2 0.00
H 15.017178 12.560088 14.871063 0.2 -0.1 0.1 0.00
H 13.519757 10.719450 16.020071 0.3 1.1 -0.6 0.00
N 13.305096 8.669255 18.058770 -0.7 1.5 2.0 0.00
C 12.934071 8.234118 16.848593 0.3 -1.4 -0.3 0.00
N 13.539197 7.268612 16.144532 0.1 -0.1 -0.8 0.00
N 12.913826 7.230257 14.985799 -0.1 -0.4 -0.8 0.00
N 11.933410 8.114668 15.003687 1.2 -0.6 1.6 0.00
N 11.913239 8.693312 16.206931 -1.3 1.6 -0.2 0.02
C 12.517511 9.662837 18.706146 0.1 1.3 0.4 0.01
N 12.895586 10.179152 19.895420 0.1 -1.3 -1.4 0.01
N 12.037894 11.136593 20.140565 -1.5 1.1 -0.1 0.01
N 11.149850 11.273075 19.171580 1.3 -0.6 0.6 0.02
N 11.444869 10.357900 18.224423 1.1 -1.0 0.5 0.05
H 13.917242 8.155837 18.684200 -0.2 0.0 -0.5 0.00
Te 10.179052 16.320296 17.315786 -0.8 0.1 -0.8 0.00
C 12.011394 15.372770 17.063181 -0.6 -1.7 0.0 0.00
C 13.105519 16.142736 16.790764 1.4 0.0 0.1 0.00
C 14.355768 15.631977 17.130553 -1.0 -2.1 0.9 0.00
C 14.519517 14.361952 17.764111 -1.5 2.0 -1.9 0.00
C 13.411390 13.509086 17.761455 1.5 1.2 0.6 0.00
C 12.173138 14.000846 17.371399 -0.3 -0.3 0.4 0.00
C 10.144612 16.006827 19.377400 -0.4 -0.3 0.0 0.00
C 10.169028 14.696126 19.866746 0.7 -0.7 -2.4 0.00
C 10.302438 14.408341 21.179028 -0.1 1.2 1.4 0.00
C 10.279808 15.484718 22.074931 0.0 -0.7 1.6 0.00
C 10.159501 16.771740 21.628713 -0.6 0.9 -0.6 0.00
C 10.073165 17.061992 20.246668 0.6 -0.5 1.4 0.00
H 13.006656 17.119734 16.324985 0.0 0.0 0.4 0.00
H 15.218375 16.165493 16.959496 1.8 1.4 -0.4 0.00
H 15.513343 14.093010 18.045549 0.3 -0.5 0.3 0.00
H 13.655895 12.557057 18.187238 -0.9 -0.8 -0.1 0.00
H 11.369574 13.245421 17.360522 0.0 0.9 0.2 0.00
H 10.257261 13.896915 19.112350 -0.3 0.2 0.7 0.00
H 10.437649 13.432666 21.569273 0.0 -0.9 -0.1 0.00
H 10.333560 15.292095 23.182612 0.0 0.2 -1.3 0.00
H 10.047595 17.590951 22.331216 0.2 0.0 0.0 0.00
H 10.081996 18.080617 19.928103 -0.1 0.5 -0.3 0.00
C 10.903604 8.532866 14.185571 -0.7 0.5 0.1 0.05
C 10.681129 8.407631 12.948632 1.3 -0.6 3.5 0.01
C 10.367518 8.323762 11.720305 -1.8 -0.2 -4.0 0.03
C 10.755800 9.400268 10.814379 0.0 -0.1 1.3 0.00
C 10.996788 9.159388 9.487814 2.1 2.0 -2.0 0.01
C 11.576597 10.223277 8.725532 -2.0 1.4 4.7 0.00
C 11.713319 11.543194 9.280824 0.4 -2.4 -0.5 0.01
C 11.521109 11.709625 10.624989 -1.3 -0.4 0.1 0.00
C 11.035609 10.635790 11.372116 0.7 2.0 0.7 0.01
C 9.697198 7.136061 11.145654 -0.1 -1.7 0.3 0.00
C 8.824749 7.076842 10.019921 1.2 0.1 0.9 0.01
C 8.454686 5.872111 9.442042 0.5 0.3 0.1 0.00
C 8.971731 4.674041 9.949874 -1.2 0.4 -1.3 0.01
C 9.738671 4.703143 11.087268 0.8 -0.3 0.4 0.00
C 10.076226 5.896990 11.718087 0.1 0.4 0.2 0.01
H 11.019716 8.157782 9.081696 -0.4 0.0 0.0 0.00
H 11.899944 10.114820 7.794454 1.1 -0.9 -4.0 0.00
H 12.132434 12.367594 8.755579 0.2 0.3 -0.9 0.00
H 11.583349 12.711795 11.030481 0.3 -0.1 0.4 0.00
H 11.003126 10.858918 12.451913 -0.5 -0.7 -0.5 0.00
H 8.590748 7.999945 9.535501 -0.4 0.4 -0.2 0.00
H 7.899747 5.917897 8.502764 0.0 -0.3 0.4 0.00
H 8.732562 3.784017 9.359768 0.3 0.0 0.6 0.00
H 10.246676 3.795625 11.392999 -0.3 -0.1 0.3 0.00
H 10.719950 5.903679 12.640565 -0.6 -0.1 -1.2 0.00

No. 3
104
Properties=species:S:1:pos:R:3:forces:R:3:mulliken_charge:R:1 method="wB97M-V/def2-TZVPD" e_lumo_ev=0.30 e_homo_ev=-9.568 smiles=CC(C)O.CC(C)O.CC(C)O.CC(C)O.CC(C)O.CC(C)O.CC(C)O.OCCO.OCCO homo_lumo_gap_ev=9.87 e_above_lowest_ev=13.9326 spin_multiplicity=1
C -4.053375 -2.966942 1.576490 3.8 -0.1 0.1 0.63
C -5.346375 -2.763942 2.396490 12.3 -2.1 10.3 -1.34
O -5.308375 -1.675942 3.207490 -1.7 1.7 -0.4 -0.50
O -4.152375 -4.238942 1.035490 -8.5 1.1 1.9 -0.51
H -2.986375 -3.127942 2.075490 -2.1 1.6 0.4 0.09
H -3.816375 -2.205942 0.741490 -1.0 -0.5 1.2 -0.02
H -5.512375 -3.834942 2.987490 0.9 2.4 -0.7 0.21
H -5.935375 -2.974942 1.799490 -11.5 -1.2 -10.2 0.91
H -4.771375 -1.865942 3.959490 0.6 -0.2 0.6 0.33
H -3.410375 -4.501942 0.711490 7.3 -2.6 -3.3 0.20
C -2.354375 -4.956942 -1.958510 -1.4 3.6 -2.5 -0.23
C -1.091375 -4.612942 -2.772510 -1.8 -0.3 -1.7 -0.07
O -1.495375 -4.071942 -4.058510 0.9 -4.8 -0.2 -0.53
O -1.960375 -5.369942 -0.755510 -2.1 3.3 3.9 -0.48
H -3.070375 -5.629942 -2.454510 0.5 -0.1 -0.2 0.39
H -2.950375 -3.955942 -1.836510 0.9 -1.7 0.0 0.06
H -0.575375 -5.633942 -2.883510 0.1 1.9 -0.1 0.33
H -0.597375 -3.735942 -2.339510 0.7 -1.0 0.8 -0.05
H -1.668375 -3.195942 -3.904510 -0.4 3.7 0.3 0.29
H -1.526375 -6.134942 -0.828510 2.6 -4.7 -0.2 0.27
C 4.946625 -1.875942 -3.378510 -2.1 -1.8 -3.9 -1.61
C 3.614625 -1.585942 -2.735510 1.6 -4.2 1.7 0.34
C 2.848625 -2.900942 -2.244510 0.7 3.0 0.2 -1.46
O 3.746625 -0.576942 -1.785510 0.2 0.1 2.4 -0.45
H 4.752625 -2.712942 -4.225510 0.5 1.8 1.9 0.30
H 5.599625 -2.282942 -2.710510 2.0 -1.0 1.8 0.41
H 5.375625 -1.047942 -3.943510 0.0 0.2 0.3 0.41
H 3.089625 -1.079942 -3.391510 -3.4 1.2 -4.1 0.57
H 2.798625 -3.702942 -2.913510 0.0 -0.8 -1.2 0.45
H 1.905625 -2.609942 -1.900510 -2.5 0.9 -0.9 0.22
H 2.956625 -3.260942 -1.266510 2.4 -0.8 1.6 0.58
H 4.134625 0.087058 -2.336510 0.4 1.3 0.2 0.27
C -0.511375 -0.960942 0.075490 1.2 -0.9 1.2 -2.08
C -0.652375 0.210058 -0.794510 7.5 0.2 1.3 0.50
C -0.554375 1.599058 -0.293510 6.5 -2.6 -3.2 -2.72
O 0.355625 -0.026942 -1.837510 -7.2 3.1 -3.9 -0.27
H -0.727375 -1.855942 -0.451510 0.3 -0.9 -0.9 0.32
H -1.270375 -0.961942 0.725490 -3.7 0.3 2.6 0.80
H 0.245625 -1.180942 0.838490 1.1 0.7 -1.0 0.11
H -1.423375 0.030058 -1.316510 -6.3 -0.7 -3.5 0.87
H -1.154375 1.787058 0.376490 -6.4 1.1 7.5 1.32
H -0.862375 2.323058 -0.938510 0.1 1.9 -2.8 0.85
H 0.425625 1.805058 0.187490 -0.3 0.0 -0.8 0.14
H 1.108625 -0.281942 -1.527510 7.2 -2.3 3.4 0.05
C 3.109625 0.558058 1.390490 -2.1 2.9 1.5 -0.78
C 3.615625 -0.743942 1.838490 -0.7 -2.0 0.0 0.56
C 3.173625 -1.292942 3.204490 2.7 0.3 -0.4 -1.40
O 3.265625 -1.724942 0.881490 1.3 0.3 -2.3 -0.48
H 3.515625 1.504058 1.929490 -0.9 -1.7 -0.2 0.37
H 1.997625 0.559058 1.312490 0.5 0.3 0.5 -0.16
H 3.406625 0.763058 0.411490 0.7 -0.1 -1.8 0.32
H 4.660625 -0.535942 1.779490 1.4 -0.8 0.7 0.35
H 3.623625 -0.476942 3.742490 -0.9 0.4 1.7 0.45
H 3.746625 -2.173942 3.558490 0.1 0.4 -0.8 0.38
H 2.170625 -1.615942 3.374490 -1.0 0.8 -0.2 0.15
H 3.758625 -1.436942 0.042490 -1.3 -0.7 1.3 0.17
C 2.256625 4.452058 -2.702510 4.1 -4.2 0.0 -1.58
C 2.224625 4.648058 -1.216510 -0.6 2.2 -2.0 1.06
C 2.933625 5.936058 -0.824510 0.4 0.9 -1.0 -1.31
O 0.881625 4.809058 -0.905510 -1.5 -0.7 2.2 -0.55
H 3.354625 4.266058 -3.020510 -1.3 0.6 0.5 0.33
H 1.962625 5.251058 -3.203510 -1.5 3.8 -2.1 0.50
H 1.800625 3.576058 -3.195510 -0.5 0.1 1.0 0.32
H 2.631625 3.807058 -0.782510 1.0 -1.9 1.4 -0.03
H 4.031625 6.000058 -0.983510 -0.8 0.1 -0.4 0.35
H 2.789625 6.169058 0.168490 0.1 -0.6 3.1 0.37
H 2.333625 6.847058 -1.079510 0.7 -0.7 -1.4 0.32
H 0.782625 4.654058 0.071490 -0.1 0.5 -1.1 0.20
C -1.795375 0.245058 3.654490 -3.1 -3.5 1.2 -0.76
C -0.701375 -0.639942 4.171490 1.6 0.4 -0.4 1.53
C 0.269625 0.162058 4.985490 0.1 -0.8 4.7 -1.22
O -1.250375 -1.636942 5.041490 -1.9 1.7 -1.1 -0.58
H -2.471375 -0.429942 3.002490 0.3 0.7 1.6 0.02
H -1.624375 0.925058 2.922490 1.6 2.6 -1.7 -0.10
H -2.341375 0.697058 4.539490 0.4 -0.5 -1.2 0.35
H -0.048375 -1.092942 3.347490 -1.3 0.2 0.6 -0.45
H -0.273375 0.590058 6.014490 1.2 -0.6 -2.9 0.22
H 0.875625 0.889058 4.475490 0.0 0.4 -0.3 0.24
H 0.971625 -0.591942 5.498490 -0.5 1.1 -0.9 0.38
H -0.599375 -2.278942 5.159490 1.6 -1.7 0.4 0.37
C -0.367375 4.596058 4.336490 -3.7 2.9 0.9 -1.57
C -0.250375 4.254058 2.854490 -1.0 -0.4 2.0 1.09
C -1.589375 4.181058 2.129490 2.4 -8.9 1.1 -1.37
O 0.527625 5.184058 2.179490 1.4 1.2 -0.7 -0.52
H 0.520625 4.505058 4.865490 2.3 0.4 0.5 0.53
H -0.967375 3.880058 4.988490 -0.1 0.9 -1.4 0.32
H -0.795375 5.784058 4.481490 1.1 -3.4 -0.3 0.24
H 0.310625 3.354058 2.957490 0.1 -1.5 -0.9 -0.10
H -2.107375 4.958058 2.259490 -3.8 6.6 0.2 0.74
H -2.339375 3.329058 2.509490 1.9 1.5 0.1 0.18
H -1.463375 3.747058 1.170490 0.2 0.8 -1.4 0.20
H 1.392625 5.310058 2.624490 -0.9 -0.2 -0.3 0.35
C -3.030375 -1.354942 -5.528510 -3.8 10.1 6.4 -1.92
C -2.091375 -0.347942 -4.730510 1.1 -1.4 -0.8 0.72
C -2.868375 0.549058 -3.742510 3.7 3.2 -4.7 -1.21
O -1.191375 -1.269942 -4.009510 -8.6 -5.4 -8.4 -0.34
H -3.841375 -0.736942 -6.050510 0.6 -0.7 1.2 0.31
H -3.417375 -2.049942 -4.898510 -1.5 -1.7 2.3 0.48
H -2.702375 -1.808942 -6.223510 5.6 -5.8 -9.1 0.71
H -1.357375 0.300058 -5.381510 -1.8 -1.1 0.8 0.24
H -3.408375 1.321058 -4.394510 0.4 -1.1 1.2 0.39
H -2.011375 1.086058 -3.282510 -1.0 -0.1 0.5 0.18
H -3.468375 0.019058 -3.153510 -2.4 -2.0 2.7 0.40
H -0.689375 -0.904942 -3.476510 7.8 6.1 8.2 0.13